Record 1
92
Properties=species:S:1:pos:R:3 method="wB97M-V/def2-TZVPD" energy_ev=-73783.5039 fmax_ha_per_bohr=0.0090 homo_lumo_gap_ev=7.0511 total_charge=+3 e_homo_ev=-16.63
Ti -0.388 0.032 0.635
C -2.896 -2.045 0.489
C -1.924 -3.111 0.974
C -0.675 -3.135 0.137
C -0.202 -4.356 -0.316
C 0.794 -4.410 -1.276
C 1.266 -3.217 -1.797
C 0.792 -2.035 -1.273
N -0.127 -1.970 -0.285
N -2.582 -0.659 0.928
C -2.907 -0.510 2.370
C -1.747 -0.945 3.210
C -1.910 -1.405 4.504
C -0.803 -1.866 5.198
C 0.432 -1.868 4.562
C 0.519 -1.361 3.285
N -0.546 -0.883 2.613
C -3.411 0.273 0.147
C -2.975 1.671 0.465
C -3.829 2.748 0.317
C -3.380 4.019 0.640
C -2.085 4.163 1.113
C -1.291 3.042 1.234
N -1.708 1.803 0.916
H -2.905 -2.047 -0.602
H -3.910 -2.285 0.822
H -1.717 -3.039 2.042
H -2.415 -4.074 0.842
H -0.653 -5.265 0.059
H 1.161 -5.362 -1.636
H 1.997 -3.189 -2.593
H 1.157 -1.094 -1.659
H -3.137 0.535 2.587
H -3.799 -1.091 2.618
H -2.896 -1.423 4.950
H -0.905 -2.236 6.210
H 1.318 -2.246 5.052
H 1.461 -1.324 2.765
H -3.269 0.060 -0.915
H -4.474 0.135 0.369
H -4.841 2.585 -0.031
H -4.033 4.875 0.540
H -1.692 5.130 1.396
H -0.287 3.127 1.604
C -0.605 2.720 -2.250
C -0.883 1.255 -2.304
O -0.714 0.568 -1.260
C -1.342 0.618 -3.513
C -1.470 1.353 -4.704
C -1.920 0.735 -5.854
C -2.253 -0.614 -5.826
C -2.137 -1.356 -4.651
C -1.683 -0.747 -3.502
H -0.258 3.009 -1.263
H -1.513 3.277 -2.495
H 0.144 2.994 -2.995
H -1.213 2.403 -4.737
H -2.014 1.299 -6.771
H -2.609 -1.094 -6.729
H -2.405 -2.404 -4.647
H -1.587 -1.313 -2.585
C 3.377 1.577 -3.251
C 3.204 0.753 -2.006
C 3.969 -0.396 -1.801
C 3.853 -1.178 -0.651
C 4.720 -2.389 -0.460
C 2.921 -0.802 0.307
C 2.139 0.338 0.125
C 2.292 1.116 -1.021
N 1.222 0.755 1.165
C 1.865 1.576 2.268
C 2.361 2.895 1.658
C 0.868 1.796 3.423
C 3.101 0.874 2.833
H 4.429 1.801 -3.424
H 2.840 2.522 -3.181
H 3.015 1.039 -4.129
H 4.694 -0.681 -2.555
H 4.670 -3.049 -1.327
H 4.430 -2.956 0.424
H 5.764 -2.096 -0.343
H 2.814 -1.402 1.201
H 1.711 2.024 -1.131
H 1.590 3.457 1.131
H 3.180 2.720 0.962
H 2.744 3.521 2.463
H -0.172 1.662 3.134
H 0.970 2.804 3.825
H 1.060 1.104 4.243
H 3.887 0.760 2.088
H 2.876 -0.098 3.270
H 3.495 1.500 3.634

Record 2
101
Properties=species:S:1:pos:R:3 method="wB97M-V/def2-TZVPD" energy_ev=-605036.1895 fmax_ha_per_bohr=0.1726 homo_lumo_gap_ev=8.0299 total_charge=0 e_homo_ev=-8.72
O 3.517 -0.317 0.704
C 2.901 0.397 -0.264
N 2.194 1.757 -0.169
C 1.070 2.001 -1.198
C -0.321 1.133 -0.871
C -1.577 1.086 -1.905
C -2.980 0.222 -1.708
C -2.965 -0.608 -0.255
C -1.628 -0.404 0.651
N -0.376 0.367 0.406
C 0.982 3.643 -1.181
F 0.422 4.213 -2.461
F 2.408 4.139 -1.138
F 0.309 4.216 0.007
C 1.762 1.279 -2.539
C 2.709 0.080 -1.872
O 1.989 -1.188 -2.079
H 1.822 1.938 0.796
H -1.458 1.699 -2.918
H -3.858 0.177 -2.480
H -3.886 -1.291 0.062
H -1.661 -0.978 1.700
H 2.457 2.042 -3.110
H 1.021 0.841 -3.347
H 3.833 -0.003 -2.263
H 2.002 -1.770 -1.260
C -1.318 2.842 -6.230
Cl -0.767 1.407 -7.112
Cl -2.989 3.237 -6.666
Cl -1.173 2.591 -4.482
H -0.680 3.684 -6.511
C 1.897 7.204 -3.621
Cl 3.624 7.027 -3.973
Cl 1.383 8.884 -3.855
Cl 0.940 6.114 -4.639
H 1.729 6.935 -2.575
C -1.895 -4.247 2.330
Cl -1.791 -2.636 1.599
Cl -1.807 -4.136 4.096
Cl -3.388 -5.061 1.832
H -1.046 -4.840 1.980
C 2.919 7.959 0.257
Cl 2.781 8.995 -1.174
Cl 1.672 8.372 1.447
Cl 2.802 6.250 -0.198
H 3.898 8.128 0.712
C 6.481 0.359 -4.704
Cl 6.119 0.195 -2.977
Cl 7.372 -1.057 -5.290
Cl 4.990 0.584 -5.633
H 7.110 1.242 -4.841
C -2.527 -3.575 -2.833
Cl -4.241 -4.027 -2.820
Cl -1.867 -3.686 -4.473
Cl -2.311 -1.940 -2.184
H -1.982 -4.274 -2.193
C 4.841 -0.157 4.051
Cl 5.819 -1.339 4.938
Cl 3.272 0.070 4.843
Cl 5.700 1.387 3.918
H 4.666 -0.542 3.043
C 7.544 -1.895 1.333
Cl 8.437 -1.800 -0.195
Cl 8.466 -1.133 2.640
Cl 5.951 -1.137 1.171
H 7.400 -2.950 1.582
C -1.943 10.630 -4.667
Cl -1.733 12.281 -4.059
Cl -3.294 9.831 -3.844
Cl -2.201 10.640 -6.420
H -1.031 10.066 -4.456
C -6.556 -6.793 -1.063
Cl -5.663 -6.698 -2.590
Cl -5.634 -6.031 0.245
Cl -8.149 -6.035 -1.225
H -6.700 -7.847 -0.813
C -6.038 -2.153 3.339
Cl -4.885 -1.601 2.112
Cl -6.684 -3.747 2.913
Cl -5.271 -2.200 4.936
H -6.868 -1.444 3.376
C 5.438 -1.702 8.726
Cl 6.495 -0.469 9.433
Cl 6.167 -3.309 8.878
Cl 3.841 -1.667 9.494
H 5.313 -1.479 7.663
C -7.764 -10.691 -2.556
Cl -6.872 -10.596 -4.083
Cl -6.843 -9.929 -1.248
Cl -9.358 -9.933 -2.718
H -7.909 -11.745 -2.306
C -1.229 2.524 3.806
Cl -2.134 1.033 3.496
Cl 0.124 2.214 4.907
Cl -0.647 3.226 2.287
H -1.902 3.243 4.281
C -1.776 -5.493 7.764
Cl -0.048 -5.670 7.412
Cl -2.289 -3.813 7.530
Cl -2.732 -6.583 6.746
H -1.944 -5.762 8.809